Record 1
{"formula": "C5H15N3", "method": "wB97M-V/def2-TZVPD", "elements": ["C", "C", "C", "C", "C", "N", "N", "N", "H", "H", "H", "H", "H", "H", "H", "H", "H", "H", "H", "H", "H", "H", "H"], "xyz": [[0.466, -1.144, 0.323], [2.635, -0.212, 0.035], [3.448, 0.928, -0.319], [-2.033, -1.571, -0.052], [-2.582, 1.529, 0.118], [1.360, -0.088, 0.055], [-0.763, -0.822, -0.451], [-1.222, 1.537, -0.042], [0.819, -2.184, -0.137], [0.139, -1.247, 1.440], [3.131, -1.129, 0.338], [2.889, 1.782, -0.760], [4.135, 0.458, -0.971], [4.153, 1.214, 0.644], [-2.180, -2.443, -0.506], [-2.063, -1.512, 1.032], [-2.849, -0.919, -0.486], [-3.094, 0.700, -0.519], [-2.903, 1.456, 1.184], [-2.952, 2.407, -0.348], [0.954, 0.849, -0.059], [-0.753, -0.943, -1.424], [-0.733, 1.352, 0.906]], "atomic_forces_ev_per_a": [[-2.7, -2.6, -0.2], [0.2, 1.2, 0.6], [1.1, 1.0, 2.5], [0.6, 6.3, 1.5], [-1.8, -1.4, -0.8], [0.8, 0.2, 0.3], [-1.5, -2.3, 1.7], [1.7, -2.5, 3.2], [-0.3, 2.1, 1.4], [0.9, 0.2, -1.9], [-0.3, -0.3, -0.3], [0.6, -0.5, 0.4], [1.3, 0.1, -1.2], [-1.8, -0.5, -2.3], [0.1, -4.0, -1.6], [-0.4, -0.6, 0.0], [0.7, -0.9, 0.7], [0.8, 1.5, 1.0], [0.1, 0.3, -0.6], [-0.9, 1.4, -0.2], [0.2, -0.4, -0.4], [1.0, 0.3, -1.9], [-0.6, 1.5, -1.8]], "mulliken_spin": [0.01, 0.01, 0.00, 0.01, 0.02, 0.01, 0.52, 1.20, 0.02, 0.01, 0.00, 0.00, 0.00, 0.00, 0.02, -0.01, 0.03, 0.08, 0.05, 0.07, 0.01, -0.03, -0.01], "de_lowest_ev": 0.954, "homo_lumo_gap_ev": [9.72, 6.43], "spin_multiplicity": 3, "total_charge": 2}



Record 2
{"formula": "C10H11N2O2S", "method": "wB97M-V/def2-TZVPD", "elements": ["C", "C", "C", "C", "C", "C", "C", "C", "C", "C", "N", "N", "O", "O", "S", "H", "H", "H", "H", "H", "H", "H", "H", "H", "H", "H"], "xyz": [[-2.896, 0.844, -0.706], [-1.574, 1.058, -0.707], [-2.552, -1.364, 0.359], [-1.176, -1.110, 0.356], [-3.381, -0.407, -0.177], [-0.613, 0.195, -0.105], [0.814, -2.600, -0.124], [-0.166, -2.127, 0.788], [1.512, 0.977, 0.974], [1.341, 0.250, -1.408], [-4.794, -0.590, -0.109], [0.820, 0.297, -0.061], [-5.462, 0.424, -0.259], [-5.261, -1.687, 0.096], [2.132, -3.021, -0.731], [-3.518, 1.597, -1.091], [-1.088, 1.943, -1.160], [-2.995, -2.230, 0.600], [0.395, -1.585, 1.608], [-0.763, -3.007, 0.939], [1.590, 2.065, 0.715], [0.941, 0.889, 1.928], [2.574, 0.636, 0.865], [1.212, 1.238, -1.914], [2.331, -0.125, -1.578], [0.710, -0.604, -1.895]], "atomic_forces_ev_per_a": [[-1.0, -2.8, 1.1], [4.7, 1.0, 0.0], [2.0, 3.6, -1.9], [1.4, 2.5, -1.0], [1.8, 2.3, -0.3], [-3.4, -3.7, 1.4], [-1.2, 0.7, -1.3], [0.3, 1.0, 1.0], [0.8, 0.1, 0.3], [-1.6, -1.9, -1.9], [-2.3, 0.7, -0.2], [-1.6, 1.5, -1.8], [0.3, -0.3, 0.0], [0.5, -0.3, 0.1], [1.7, -0.8, -0.3], [-1.0, 0.5, -0.4], [-0.9, -0.2, 0.2], [-1.1, -3.3, 1.3], [-0.8, -1.3, 0.4], [0.0, -0.7, 1.4], [-0.4, -0.5, 0.0], [0.9, -0.1, -0.5], [-0.8, 0.1, 1.0], [-0.1, -0.6, 0.3], [0.9, 0.3, 0.8], [0.9, 2.0, 0.3]], "mulliken_spin": [-0.01, 0.07, -0.05, 0.11, 0.02, -0.05, 0.58, 0.02, -0.01, -0.02, 0.00, 0.73, 0.00, 0.00, 0.35, 0.00, 0.00, 0.00, 0.08, 0.00, 0.08, 0.01, 0.02, 0.05, 0.01, 0.01], "homo_lumo_gap_ev": [5.79, 5.95], "spin_multiplicity": 3, "total_charge": 1}



Record 3
{"formula": "C4H5NO2S", "method": "wB97M-V/def2-TZVPD", "elements": ["C", "C", "C", "C", "H", "H", "H", "H", "H", "N", "O", "O", "S"], "xyz": [[-1.624, 0.895, 0.101], [0.713, 0.957, -0.161], [1.937, 0.308, 0.054], [2.045, -1.058, 0.216], [-3.718, -2.081, -0.553], [-1.379, 2.019, -0.234], [0.659, 2.106, -0.273], [2.601, 1.090, 0.042], [1.104, -1.766, 0.941], [-2.748, 0.238, 0.080], [-0.416, 0.164, 0.017], [3.210, -1.437, -0.189], [-2.385, -1.436, -0.041]], "atomic_forces_ev_per_a": [[-0.3, 0.0, -2.2], [1.9, -1.6, 1.8], [-7.0, 4.7, -0.9], [4.3, -4.3, 0.8], [2.5, 1.9, 1.3], [-1.5, -2.3, 1.5], [-0.3, -2.1, 0.0], [2.9, 0.5, -0.2], [3.0, 1.9, -2.6], [2.4, 1.3, -0.3], [-0.5, 2.6, -0.3], [-4.7, -0.6, 1.9], [-2.8, -1.9, -0.9]], "lowdin_charge": [-0.32, -0.07, -0.10, -0.22, -0.03, 0.17, 0.15, 0.08, 0.22, -0.33, -0.21, -0.02, 0.68], "de_lowest_ev": 6.349, "homo_lumo_gap_ev": 8.72}



Record 4
{"formula": "C23H29ClN6O2", "method": "wB97M-V/def2-TZVPD", "elements": ["C", "C", "C", "C", "C", "C", "C", "O", "N", "C", "H", "C", "H", "H", "C", "C", "N", "C", "N", "N", "N", "C", "C", "O", "N", "H", "C", "C", "C", "C", "C", "C", "C", "H", "H", "H", "H", "Cl", "H", "H", "H", "C", "C", "H", "H", "H", "H", "H", "H", "H", "H", "H", "H", "H", "H", "H", "H", "H", "H", "H", "H"], "xyz": [[3.201, 4.355, -1.773], [2.928, 4.494, -0.281], [3.297, 3.218, 0.473], [3.172, 3.352, 1.991], [1.740, 3.508, 2.506], [0.860, 2.299, 2.179], [0.113, 2.489, 0.866], [-0.095, 3.591, 0.396], [-0.307, 1.366, 0.226], [-0.412, 0.034, 0.772], [0.166, -0.061, 1.688], [-1.875, -0.315, 1.065], [-1.925, -1.348, 1.408], [-2.246, 0.339, 1.857], [-2.765, -0.132, -0.169], [-2.544, -1.204, -1.201], [-1.549, -2.023, -1.099], [-1.493, -2.951, -2.081], [-0.613, -3.958, -2.237], [-0.934, -4.650, -3.342], [-1.955, -4.145, -3.899], [-2.368, -3.081, -3.171], [-3.472, -2.165, -3.301], [-4.339, -2.078, -4.132], [-3.452, -1.258, -2.213], [-4.216, -0.592, -2.219], [0.493, -4.345, -1.401], [0.241, -4.020, 0.045], [-0.874, -4.519, 0.716], [-1.105, -4.209, 2.047], [-0.211, -3.405, 2.730], [0.909, -2.912, 2.083], [1.124, -3.214, 0.751], [1.995, -2.824, 0.247], [1.615, -2.294, 2.616], [-0.389, -3.170, 3.768], [-1.978, -4.605, 2.541], [-2.000, -5.547, -0.107], [1.401, -3.836, -1.744], [0.625, -5.423, -1.545], [-3.815, -0.208, 0.143], [-2.535, 1.265, -0.771], [-1.047, 1.507, -1.011], [-0.883, 2.520, -1.384], [-0.657, 0.783, -1.735], [-3.081, 1.384, -1.708], [-2.901, 2.016, -0.067], [-0.025, -0.679, 0.038], [1.476, 1.400, 2.146], [0.104, 2.169, 2.958], [1.282, 4.398, 2.074], [1.781, 3.643, 3.589], [3.617, 2.468, 2.459], [3.753, 4.219, 2.316], [4.332, 2.956, 0.236], [2.663, 2.401, 0.121], [3.506, 5.330, 0.119], [1.870, 4.708, -0.133], [2.932, 5.269, -2.297], [4.254, 4.151, -1.957], [2.616, 3.538, -2.191]], "atomic_forces_ev_per_a": [[-0.1, 0.1, 0.2], [0.0, -0.2, -0.1], [0.0, 0.3, 0.2], [-0.1, -0.1, -0.1], [0.1, -0.1, 0.0], [0.1, 0.4, 0.0], [0.1, -0.4, 0.2], [-0.1, 0.4, 0.0], [0.0, 0.0, -0.3], [0.0, -0.3, 0.3], [0.0, 0.0, -0.1], [0.1, -0.1, -0.2], [0.0, 0.0, 0.1], [0.0, 0.0, 0.0], [-0.1, 0.2, 0.2], [0.0, -0.1, 0.1], [0.2, 0.0, 0.3], [-0.9, 0.1, -0.9], [-0.6, 0.9, 0.0], [0.8, -1.0, -0.2], [-0.7, 0.1, -0.6], [0.9, 0.1, 1.1], [0.0, 0.0, 0.0], [-0.1, -0.1, -0.2], [-0.1, 0.2, 0.0], [0.1, -0.1, 0.0], [0.4, -0.2, 0.1], [-0.1, -0.2, 0.1], [0.2, 0.1, 0.2], [-0.1, -0.1, -0.1], [0.0, 0.0, 0.0], [0.0, 0.0, 0.1], [-0.1, -0.1, 0.0], [0.1, 0.1, -0.1], [0.1, 0.1, 0.1], [0.0, 0.0, 0.1], [-0.1, -0.1, 0.0], [-0.1, -0.1, 0.1], [-0.1, -0.1, 0.1], [0.0, 0.2, 0.0], [0.1, 0.0, 0.0], [0.2, -0.1, 0.0], [-0.2, 0.4, -0.2], [0.0, -0.2, 0.0], [0.0, 0.0, 0.0], [-0.1, 0.1, 0.0], [0.0, 0.0, 0.0], [0.1, 0.1, 0.2], [-0.1, -0.1, 0.0], [0.0, -0.1, 0.0], [0.0, 0.0, 0.1], [0.0, 0.0, 0.0], [0.0, 0.0, 0.1], [0.1, 0.0, 0.0], [0.0, -0.1, -0.1], [0.0, -0.1, -0.1], [0.0, 0.1, 0.1], [0.0, 0.1, 0.1], [0.0, 0.0, -0.1], [0.1, 0.0, -0.1], [-0.1, -0.1, -0.1]], "lowdin_charge": [-0.11, -0.27, -0.22, -0.21, -0.19, -0.10, -0.45, 0.05, -0.05, -0.15, 0.10, -0.11, 0.10, 0.13, -0.23, -0.27, 0.21, -0.22, -0.09, 0.05, 0.09, -0.13, -0.39, 0.10, 0.20, 0.16, -0.09, -0.24, -0.60, -0.10, -0.08, -0.09, -0.04, 0.12, 0.11, 0.11, 0.11, 0.76, 0.13, 0.13, 0.15, -0.11, -0.13, 0.12, 0.13, 0.11, 0.13, 0.11, 0.11, 0.13, 0.11, 0.11, 0.11, 0.11, 0.11, 0.10, 0.11, 0.09, 0.07, 0.07, 0.07], "de_lowest_ev": 0.027, "homo_lumo_gap_ev": 9.55, "smiles": "CCCCCCC(=O)N1CCC(c2nc3c(nnn3Cc3ccccc3Cl)c(=O)[nH]2)CC1"}



Record 5
{"formula": "C2H7N3O", "method": "wB97M-V/def2-TZVPD", "elements": ["C", "N", "N", "C", "N", "O", "H", "H", "H", "H", "H", "H", "H"], "xyz": [[1.536, -0.280, -0.858], [-0.622, -1.112, 0.971], [0.409, 0.537, -0.475], [-0.546, 0.233, 0.542], [-1.785, 0.886, 0.263], [-0.138, 0.183, 1.832], [0.272, -1.600, 0.907], [0.008, 1.103, -1.210], [-2.428, 0.285, -0.240], [-2.224, 1.195, 1.123], [2.049, -0.633, 0.038], [2.236, 0.338, -1.420], [1.232, -1.135, -1.474]], "atomic_forces_ev_per_a": [[-0.4, -0.1, 0.3], [0.0, 0.2, 2.3], [-0.6, 1.1, 0.0], [0.7, 0.0, -2.6], [0.0, 0.4, 0.2], [-0.4, -1.4, -0.1], [0.1, 0.3, -0.4], [0.1, -0.1, 0.3], [0.2, 0.0, 0.1], [0.1, -0.2, -0.1], [0.1, 0.0, -0.1], [0.0, -0.1, 0.0], [0.2, -0.1, 0.0]], "lowdin_charge": [-0.12, 0.20, -0.03, -0.80, 0.12, 0.03, 0.08, 0.11, 0.09, 0.09, 0.08, 0.08, 0.08], "de_lowest_ev": 3.597, "homo_lumo_gap_ev": 9.91, "smiles": "CN[C@@]1(N)NO1"}



Record 6
{"formula": "CH2O4Si", "method": "wB97M-V/def2-TZVPD", "elements": ["C", "O", "O", "O", "O", "Si", "H", "H"], "xyz": [[-1.974, 1.826, -3.203], [-2.055, 0.772, -3.646], [-1.980, 2.825, -2.639], [0.391, -0.706, -0.820], [-2.078, 0.401, -0.030], [-0.617, 0.427, -0.402], [0.366, 1.455, -0.537], [-0.014, -1.596, -0.980]], "atomic_forces_ev_per_a": [[-0.8, -0.1, 0.9], [0.3, -1.3, -1.1], [0.4, 1.4, 0.2], [0.0, -3.2, -0.8], [-0.2, 0.0, 0.0], [-0.5, 1.1, 0.4], [0.0, 1.2, 0.2], [0.7, 0.9, 0.2]], "lowdin_charge": [-0.46, 0.21, 0.21, -0.16, -0.33, 0.43, 0.00, 0.10], "de_lowest_ev": 0.337, "homo_lumo_gap_ev": 11.36, "smiles": "O=[SiH]O.O=C=O"}



Record 7
{"formula": "C17H26N2OS", "method": "wB97M-V/def2-TZVPD", "elements": ["C", "H", "C", "H", "C", "N", "C", "H", "C", "N", "C", "O", "C", "H", "H", "C", "H", "H", "C", "C", "H", "H", "S", "C", "C", "C", "C", "C", "C", "H", "H", "C", "H", "H", "H", "H", "H", "H", "H", "H", "H", "H", "H", "H", "H", "H", "H"], "xyz": [[1.939, 1.611, 2.283], [1.566, 1.593, 1.263], [3.462, 1.583, 2.281], [3.837, 2.458, 1.747], [4.008, 0.298, 1.654], [3.473, 0.062, 0.326], [3.530, -1.326, -0.071], [4.567, -1.684, -0.215], [2.751, -1.536, -1.382], [1.552, -0.737, -1.421], [1.617, 0.618, -1.461], [0.634, 1.314, -1.294], [2.974, 1.209, -1.805], [3.301, 0.803, -2.764], [2.824, 2.281, -1.929], [4.014, 0.940, -0.698], [4.940, 0.522, -1.131], [4.274, 1.886, -0.226], [0.282, -1.343, -1.077], [0.029, -1.334, 0.428], [0.099, -0.326, 0.831], [0.740, -1.975, 0.948], [-1.598, -2.030, 0.843], [-2.767, -0.765, 0.415], [-4.106, -1.112, 0.567], [-5.098, -0.199, 0.275], [-4.781, 1.077, -0.177], [-3.441, 1.407, -0.322], [-2.433, 0.504, -0.031], [-1.411, 0.816, -0.171], [-3.166, 2.391, -0.674], [-5.857, 2.076, -0.477], [-5.532, 2.778, -1.241], [-6.101, 2.644, 0.422], [-6.764, 1.579, -0.815], [-6.134, -0.483, 0.396], [-4.356, -2.103, 0.915], [0.261, -2.368, -1.456], [-0.501, -0.768, -1.579], [2.475, -2.588, -1.479], [3.384, -1.279, -2.235], [3.075, -1.921, 0.725], [3.700, -0.542, 2.282], [5.112, 0.325, 1.652], [3.838, 1.641, 3.305], [1.577, 2.515, 2.767], [1.543, 0.750, 2.817]], "atomic_forces_ev_per_a": [[0.2, 0.1, 0.0], [-0.2, 0.0, -0.1], [-0.1, -0.2, -0.1], [0.1, 0.1, 0.0], [0.1, 0.2, 0.1], [0.2, -0.2, 0.1], [0.0, -0.1, 0.0], [-0.1, 0.0, 0.0], [0.3, 0.1, 0.1], [-0.2, -0.3, -0.3], [0.4, 0.0, -0.3], [-0.3, 0.3, 0.1], [0.0, 0.1, 0.0], [0.0, 0.0, 0.0], [-0.1, -0.1, 0.0], [0.0, 0.0, 0.0], [0.0, 0.1, 0.1], [0.0, 0.0, 0.0], [-0.2, 0.2, 0.1], [-0.6, -0.1, -0.1], [0.1, 0.0, 0.0], [0.0, 0.0, 0.1], [0.2, -0.1, 0.1], [0.3, -0.1, 0.0], [0.1, 0.0, 0.0], [0.0, 0.1, 0.0], [0.0, 0.0, 0.0], [-0.1, 0.0, 0.0], [0.0, 0.0, 0.0], [0.2, 0.0, 0.0], [0.0, 0.1, -0.1], [0.0, 0.0, 0.1], [0.0, 0.1, -0.1], [-0.1, 0.1, 0.0], [-0.1, 0.0, 0.0], [-0.1, 0.0, 0.0], [-0.1, -0.1, 0.0], [0.0, 0.1, 0.0], [0.1, -0.2, 0.1], [0.1, 0.1, -0.1], [0.0, -0.1, 0.0], [0.1, 0.0, 0.0], [0.0, 0.0, 0.0], [-0.1, -0.1, 0.0], [0.1, 0.1, 0.0], [-0.1, 0.1, 0.1], [-0.1, -0.1, 0.1]], "lowdin_charge": [-0.10, 0.05, -0.24, 0.09, -0.21, -0.19, -0.17, 0.13, -0.12, -0.06, -0.46, 0.06, -0.06, 0.11, 0.12, -0.16, 0.12, 0.11, -0.20, -0.45, 0.06, 0.07, 0.95, -0.53, -0.12, -0.05, -0.29, -0.04, -0.08, 0.08, 0.11, -0.06, 0.07, 0.08, 0.07, 0.11, 0.10, 0.12, 0.12, 0.13, 0.12, 0.11, 0.12, 0.12, 0.11, 0.07, 0.07], "de_lowest_ev": 0.155, "homo_lumo_gap_ev": 8.37, "smiles": "CCCN1CCC(=O)N(CCSc2ccc(C)cc2)CC1"}



F_max list, top to bottom, in hartree/bohr: 0.1271; 0.1019; 0.1645; 0.0270; 0.0520; 0.0640; 0.0117
Molar mass list, top to bottom, in g mol⁻¹: 117.20; 223.28; 131.16; 456.98; 89.10; 106.11; 306.47